(1)
The following is a DFT calculation (wB97M-V/def2-TZVPD) of a single C8H4 molecule at a distorted geometry.

The relative energy (zero: lowest compared OMol25 entry of this formula, charge and spin) comes out at 65.40 kcal per mole. The calculation puts the LUMO energy (alpha / beta) at -0.8958 / -3.0550 eV. For the HOMO-LUMO gap (alpha / beta), the calculation gives 8.7 / 6.4 eV. The value obtained for the HOMO energy (alpha / beta) is -0.3539 / -0.3490 Ha.

Geometry as ORCA input:
```
! wB97M-V def2-TZVPD RIJCOSX def2/J DEFGRID3
* xyz 0 1
C -2.86992 -0.89537 2.24757
C -1.79406 -0.79896 1.72745
C 0.98063 -0.63511 -0.71899
C 0.96566 0.68436 -1.13064
C 0.22240 -1.08492 0.28440
C 0.05339 1.61765 -0.47987
C -0.68026 -0.25508 0.90837
C -0.72373 1.00846 0.45309
H 1.71507 -1.30837 -1.21081
H 1.47013 1.01361 -2.10189
H 0.54796 -1.96539 0.62999
H 0.11274 2.61910 -0.60868
*
```


(2)
The following is a DFT calculation (wB97M-V/def2-TZVPD) of a single C8H4 molecule at a distorted geometry.

The relative energy (zero: lowest compared OMol25 entry of this formula, charge and spin) comes out at 184.32 kcal per mole. The calculation puts the LUMO energy at -1.3515 eV. For the HOMO-LUMO gap, the calculation gives 6.8 eV. The value obtained for the HOMO energy is -0.3010 Ha.

Geometry as ORCA input:
```
! wB97M-V def2-TZVPD RIJCOSX def2/J DEFGRID3
* xyz 0 1
C 1.09616 -0.09316 -1.50454
C 0.14147 -0.83989 -1.84916
C 2.07826 0.36874 -0.78904
C -1.00255 -0.44006 0.12106
C 1.20399 0.25807 1.21126
C -0.25864 0.27891 0.80035
C -1.07004 -1.32212 -1.02183
C 0.31525 1.37042 1.64107
H -1.93968 -1.15524 -1.72395
H -1.00277 -2.31614 -0.92571
H 0.13568 1.38458 2.64831
H 0.30288 2.50590 1.39219
*
```


(3)
The following is a DFT calculation (wB97M-V/def2-TZVPD) of 14 unconnected molecules or ions with the total composition C8H40O13 at a distorted geometry.

The relative energy (zero: lowest compared OMol25 entry of this formula, charge and spin) comes out at 93.10 kcal per mole. The calculation puts the LUMO energy at 0.0716 eV. For the HOMO-LUMO gap, the calculation gives 9.1 eV. The value obtained for the HOMO energy is -0.3322 Ha.

Geometry as ORCA input:
```
! wB97M-V def2-TZVPD RIJCOSX def2/J DEFGRID3
* xyz 0 1
C 2.21888 1.20247 1.10963
C 1.38124 -0.02648 0.86246
C 0.57685 -0.00374 -0.47233
C -0.87723 -0.39470 -0.36715
C -1.85323 0.32869 -0.99023
C -1.56674 1.43335 -1.91557
C -0.78144 1.08334 -2.95230
C -1.14651 -1.51930 0.59326
H 2.67651 1.51647 0.21392
H 1.51323 2.01201 1.58716
H 2.96146 1.04499 1.97707
H 2.07626 -0.97234 0.74420
H 0.76948 -0.46634 1.62757
H 1.06637 -0.78199 -1.21411
H 0.85261 0.88795 -1.14340
H -2.91117 0.17210 -0.90988
H -2.14950 2.38431 -1.83455
H -0.25537 0.13831 -3.11182
H -0.46160 1.86999 -3.66589
H -1.39611 -1.21168 1.65328
H -0.24459 -2.29701 0.57670
H -2.07720 -2.15194 0.23502
H -1.26085 0.56940 3.62199
H -1.46362 -0.91021 3.19088
O -1.92179 -0.12464 3.58950
H -2.54328 0.79265 2.52957
H -3.86742 1.53594 2.71899
O -3.09198 1.54599 2.11265
H 0.15509 -2.25485 -4.24555
H 1.02311 -3.41671 -3.57646
O 1.06023 -2.65241 -4.07027
H 1.86361 -4.18136 0.61110
H 1.98222 -2.49462 0.47717
O 1.87985 -3.34952 1.09621
H 0.58147 -2.95735 2.37668
H 0.91534 -2.73517 3.76186
O 0.37533 -2.32989 3.05642
H -2.76301 -0.93173 -2.52019
H -4.17784 -0.63794 -3.13179
O -3.41905 -1.25959 -3.14769
H -1.93015 4.14186 1.77664
H -3.00158 3.17177 1.84716
O -2.76723 4.07783 1.60880
H 0.37458 4.37596 0.56546
H -0.63468 3.32815 0.33545
O -0.19783 3.71911 1.00720
H -1.18415 -4.10612 -1.31563
H 0.26696 -3.23313 -1.29821
O -0.39417 -3.84562 -1.82140
H -0.64073 2.43695 3.09263
H 0.05861 1.58534 2.04896
O -0.17285 1.62034 2.89864
H 1.10089 3.14497 -1.18338
H 1.78822 4.49074 -1.44887
O 1.71843 3.79444 -0.90866
H 4.83686 -0.06215 -1.30564
H 3.67623 0.19433 -0.45667
O 4.28883 -0.49283 -0.65770
H 1.77703 -2.17694 -2.43653
H 3.10753 -2.19394 -1.73555
O 2.22959 -2.42754 -1.66683
*
```


(4)
The following is a DFT calculation (wB97M-V/def2-TZVPD) of 18 unconnected molecules or ions with the total composition C8H48FO19P at a distorted geometry.

The calculation puts the LUMO energy at 0.2161 eV. For the HOMO-LUMO gap, the calculation gives 7.6 eV. The value obtained for the HOMO energy is -0.2728 Ha.

Geometry as ORCA input:
```
! wB97M-V def2-TZVPD RIJCOSX def2/J DEFGRID3
* xyz 0 1
C 2.66749 -2.06726 1.42975
C 1.90083 -2.98879 0.81445
C 0.60604 -2.62230 0.11261
P 0.79278 -1.01740 -0.78459
C -0.87737 -0.32092 -1.19697
C -2.03978 -0.67067 -0.25765
C -2.90677 -1.83057 -0.67467
F -2.28985 -3.08170 -0.47001
C 1.49226 -1.40401 -2.49149
C 2.16001 -2.72649 -2.54671
O 3.33396 -2.93341 -2.35775
O 1.29724 -3.74966 -2.80919
H 3.75385 -2.08965 1.39134
H 2.20435 -1.27643 2.01416
H 2.17778 -4.03988 0.85818
H 0.31742 -3.44774 -0.54221
H -0.21737 -2.54218 0.83007
H -0.73807 0.75679 -1.17231
H -1.14361 -0.56515 -2.23093
H -1.72196 -0.78766 0.78126
H -2.71265 0.18957 -0.24724
H -3.80564 -1.82931 -0.05375
H -3.19693 -1.78608 -1.72652
H 0.66527 -1.36279 -3.20217
H 2.16331 -0.58466 -2.73566
H 1.82606 -4.46518 -3.18927
O 1.61235 0.28673 3.40103
H 0.93016 0.61592 3.99803
H 2.27909 -0.07782 3.99536
O -0.42186 2.16028 -3.06708
H -1.12654 2.18892 -3.72446
H -0.50874 2.98943 -2.57793
O 0.27055 2.54458 5.19041
H 0.89920 3.18911 4.84803
H 0.04606 2.86704 6.06787
O -3.77298 1.02918 1.73546
H -3.58462 1.14918 2.67018
H -4.71905 1.20171 1.66057
O -3.49969 -2.97097 2.33657
H -2.92038 -2.22902 2.53686
H -3.10156 -3.37557 1.55567
O -6.67141 0.97034 2.73806
H -7.22600 0.53078 2.08170
H -7.21886 1.00562 3.53013
O 1.30655 3.39200 -0.70274
H 2.05331 3.99829 -0.67005
H 1.56316 2.75928 -1.38616
O 2.07846 5.60118 -2.38616
H 2.38364 5.89752 -3.24897
H 1.11932 5.64510 -2.43087
O 2.96575 -4.17768 -6.02023
H 3.20784 -4.03613 -5.09734
H 2.01820 -4.00301 -6.05421
O -0.45717 2.54671 2.29457
H 0.38664 2.72443 1.86422
H -0.22241 2.05480 3.08448
O 4.46194 1.10145 4.37049
H 4.42329 1.07777 3.40888
H 5.35485 1.40537 4.57058
O 7.01234 0.17410 5.62259
H 7.16625 -0.74405 5.38020
H 6.22820 0.13946 6.18078
O 3.35036 1.32766 -1.92636
H 4.09721 1.69537 -2.40939
H 3.74318 0.71981 -1.28984
O 1.45126 2.78271 -5.27660
H 1.68454 1.93507 -5.66720
H 0.75986 2.56685 -4.63350
O -7.64793 2.09738 0.26885
H -7.59032 2.70436 1.01371
H -7.24149 2.56578 -0.46592
O -7.14204 -1.52240 4.14071
H -6.38049 -1.16854 3.66561
H -6.76731 -2.11976 4.79440
O 2.17781 -1.18739 -6.18032
H 2.90451 -1.82269 -6.19385
H 2.20432 -0.77958 -7.05116
*
```


(5)
The following is a DFT calculation (wB97M-V/def2-TZVPD) of a molecular structure, C8H4NO5STl at a distorted geometry.

The relative energy (zero: lowest compared OMol25 entry of this formula, charge and spin) comes out at 0.00 kcal per mole. The calculation puts the LUMO energy at -8.2043 eV. For the HOMO-LUMO gap, the calculation gives 7.9 eV. The value obtained for the HOMO energy is -0.5928 Ha.

Geometry as ORCA input:
```
! wB97M-V def2-TZVPD RIJCOSX def2/J DEFGRID3
* xyz 2 1
O 0.69177 2.19697 -2.82908
C 0.18127 1.54917 -2.05224
Tl -0.74984 -0.03481 -0.65866
O -1.44013 2.71064 1.54848
C -1.37417 1.88602 0.75501
C -1.88637 -1.37085 0.80858
O -2.45863 -2.07415 1.49212
C -0.47868 -1.71313 -2.10311
O -1.03724 -2.71693 -1.72925
C -2.81653 0.38868 -1.73943
O -3.74192 0.44871 -2.38300
H 0.15417 -1.18788 -2.92102
S 3.54175 -0.00125 1.30210
C 2.26158 -0.00957 2.56051
C 0.98378 -0.02069 2.04426
N 1.06907 -0.07587 0.64171
C 2.30456 0.00451 0.11087
H 2.41590 0.00514 3.63274
H -0.04594 -0.01771 2.50656
H 2.42561 0.03302 -0.98715
*
```